Molecular formula: C24H32N4OPdSSi
Method: DFT, ωB97M-V/def2-TZVPD

Geometry (Å):
Pd: 0.422 0.792 -0.207
S: 2.752 3.512 -2.886
C: 3.760 3.163 -1.543
C: 3.189 2.295 -0.664
C: 1.900 1.907 -1.090
C: 1.516 2.477 -2.276
C: 0.250 2.217 -2.915
C: -0.140 2.747 -4.144
C: -1.377 2.416 -4.662
C: -2.200 1.554 -3.947
C: -1.746 1.063 -2.738
N: -0.560 1.389 -2.231
H: 4.736 3.617 -1.479
H: 3.678 1.949 0.235
H: 0.528 3.409 -4.679
H: -1.699 2.818 -5.612
H: -3.171 1.262 -4.320
H: -2.357 0.379 -2.162
C: 1.110 -2.379 2.018
N: 1.214 -3.170 0.807
C: 1.728 -4.529 0.954
C: 1.270 -5.384 -0.209
C: 1.670 -4.702 -1.500
N: 1.158 -3.335 -1.521
C: 0.990 -2.718 -2.828
C: 0.941 -2.618 -0.398
O: 0.488 -1.441 -0.486
H: 0.630 -2.970 2.799
H: 0.516 -1.491 1.829
H: 2.100 -2.078 2.374
H: 1.354 -4.933 1.895
H: 2.821 -4.513 1.014
H: 0.184 -5.498 -0.174
H: 1.720 -6.374 -0.151
H: 1.255 -5.231 -2.357
H: 2.759 -4.696 -1.611
H: 0.488 -3.417 -3.496
H: 1.960 -2.463 -3.262
H: 0.400 -1.813 -2.737
C: -0.855 3.074 3.990
Si: -0.129 2.506 2.362
C: 1.511 1.578 2.609
C: 0.093 3.953 1.178
N: -1.011 1.296 1.408
C: -2.130 0.639 1.565
C: -3.036 0.912 2.653
C: -4.202 0.214 2.766
C: -4.527 -0.777 1.826
C: -3.662 -1.087 0.765
C: -2.488 -0.404 0.629
H: -0.169 3.803 4.427
H: -0.976 2.264 4.712
H: -1.817 3.576 3.860
H: 2.282 2.288 2.913
H: 1.856 1.085 1.688
H: 1.426 0.817 3.387
H: 0.704 4.715 1.665
H: -0.866 4.408 0.920
H: 0.588 3.652 0.255
H: -2.780 1.679 3.373
H: -4.881 0.428 3.581
H: -5.460 -1.318 1.925
H: -3.926 -1.865 0.062
H: -1.785 -0.649 -0.158

Computed properties:
- energy above the lowest of the compared OMol25 structures with the same formula, charge and spin (eV) = 2.3488
- largest force on an atom (eV/Å) = 2.6
- HOMO level (spin up / spin down) (Ha) = -0.4959 / -0.4959
- calculated total energy (eV) = -55592.52803
- net charge = +2
- orbital gap (spin up / spin down) (eV) = 4.13 / 4.12

---

Molecular formula: C6H6N2
Method: DFT, ωB97M-V/def2-TZVPD

Geometry (Å):
C: -1.150 -0.096 1.673
C: -1.394 0.925 0.623
C: 1.276 0.105 1.394
C: 0.098 -0.143 2.089
C: -0.869 0.701 -0.601
C: 0.483 -0.585 -2.006
N: 1.393 -0.002 0.014
N: 0.276 0.061 -0.721
H: -1.855 -0.759 2.011
H: -2.070 1.748 0.773
H: 2.247 0.169 1.785
H: -0.557 -0.660 -2.515
H: 1.156 0.013 -2.668
H: 0.966 -1.477 -1.851

Computed properties:
- energy above the lowest of the compared OMol25 structures with the same formula, charge and spin (eV) = 5.9106
- largest force on an atom (eV/Å) = 3.7
- HOMO level (spin up / spin down) (Ha) = -0.3036 / -0.3034
- calculated total energy (eV) = -9292.83386
- orbital gap (spin up / spin down) (eV) = 7.59 / 7.58

---

Molecular formula: C31H42BrN3P2Tc
Method: DFT, ωB97M-V/def2-TZVPD

Geometry (Å):
C: 3.399 5.652 -1.405
C: 2.324 4.954 -1.992
C: 2.391 4.674 -3.370
C: 3.517 5.105 -4.091
N: 4.520 5.772 -3.519
C: 4.472 6.039 -2.218
C: 1.220 4.499 -1.191
C: 0.291 4.149 -0.469
C: -0.685 3.606 0.419
C: -0.575 3.812 1.814
C: -1.048 2.828 2.687
C: -1.579 1.666 2.105
C: -2.191 1.761 0.834
C: -1.714 2.742 -0.036
Tc: -1.091 -0.314 2.539
P: 0.514 -0.303 0.998
H: 1.603 4.121 -3.881
H: 3.413 5.873 -0.341
H: 3.605 4.896 -5.158
H: 5.319 6.575 -1.782
H: -2.040 2.794 -1.081
H: -0.039 4.691 2.178
H: -2.961 1.048 0.533
H: -0.944 2.907 3.770
C: 1.371 -1.933 0.861
C: 2.362 -2.105 -0.298
H: 0.555 -2.671 0.771
H: 1.870 -2.140 1.821
H: 2.785 -3.116 -0.246
H: 1.892 -2.002 -1.283
H: 3.199 -1.398 -0.244
C: 0.254 0.102 -0.793
C: 1.381 0.865 -1.485
H: -0.670 0.690 -0.859
H: 0.045 -0.849 -1.305
H: 1.125 0.988 -2.545
H: 1.499 1.875 -1.081
H: 2.350 0.350 -1.447
C: 1.675 1.004 1.647
C: 3.140 0.590 1.744
H: 1.322 1.280 2.658
H: 1.531 1.907 1.033
H: 3.666 1.327 2.364
H: 3.251 -0.389 2.222
H: 3.638 0.564 0.767
Br: -1.957 -2.641 2.375
P: -2.376 -2.450 -1.795
C: -1.142 -3.125 -2.993
C: -1.427 -4.418 -3.741
H: -0.234 -3.268 -2.379
H: -0.938 -2.308 -3.698
H: -0.522 -4.675 -4.303
H: -1.643 -5.257 -3.073
H: -2.247 -4.321 -4.461
C: -3.551 -3.814 -1.416
C: -5.000 -3.720 -1.881
H: -3.533 -3.833 -0.309
H: -3.076 -4.740 -1.769
H: -5.548 -4.552 -1.424
H: -5.484 -2.791 -1.561
H: -5.101 -3.811 -2.969
C: -3.357 -1.223 -2.774
C: -3.597 -1.454 -4.258
H: -2.823 -0.268 -2.628
H: -4.316 -1.138 -2.243
H: -4.106 -0.563 -4.643
H: -2.672 -1.575 -4.833
H: -4.255 -2.310 -4.453
N: 2.058 -4.614 6.262
C: 1.605 -3.550 6.060
C: 1.067 -2.229 5.818
C: 1.112 -1.257 6.813
C: 0.570 -0.013 6.540
C: -0.010 0.235 5.294
N: -0.051 -0.707 4.330
C: 0.503 -1.921 4.580
H: 1.559 -1.498 7.776
H: 0.568 0.778 7.287
H: -0.480 1.194 5.053
H: 0.438 -2.648 3.769

Computed properties:
- largest force on an atom (eV/Å) = 4.0
- expectation value of S² = 4.17
- HOMO level (spin up / spin down) (Ha) = -0.7270 / -0.7215
- 2S+1 = 4
- calculated total energy (eV) = -128070.62058
- net charge = +4
- orbital gap (spin up / spin down) (eV) = 5.55 / 4.88

---

Molecular formula: C4H5FN2O
Method: DFT, ωB97M-V/def2-TZVPD

Geometry (Å):
C: -1.794 -0.086 0.103
C: -0.704 0.913 -0.050
C: 0.478 0.250 0.011
C: 2.040 0.466 0.113
H: -3.387 -1.026 -0.616
H: -0.938 2.008 -0.222
H: 2.292 0.823 1.105
H: 2.543 1.376 -0.412
H: 0.895 -1.647 -0.512
N: 0.135 -1.087 0.041
N: -1.100 -1.273 0.153
O: -3.115 -0.013 0.204
F: 2.656 -0.704 0.082

Computed properties:
- energy above the lowest of the compared OMol25 structures with the same formula, charge and spin (eV) = 4.1120
- largest force on an atom (eV/Å) = 6.4
- HOMO level (Ha) = -0.3141
- calculated total energy (eV) = -11969.93079
- orbital gap (eV) = 8.62

---

Molecular formula: C3H6O2
Method: DFT, ωB97M-V/def2-TZVPD

Geometry (Å):
C: 1.885 0.038 -0.010
C: -0.462 0.305 -0.109
C: -1.831 -0.274 -0.023
H: 1.922 0.257 1.139
H: 2.505 -0.813 -0.195
H: 2.133 1.047 -0.647
H: -2.688 0.409 -1.161
H: -1.647 -1.834 -0.135
H: -2.217 0.077 1.472
O: 0.559 -0.682 -0.231
O: -0.159 1.469 -0.102

Computed properties:
- energy above the lowest of the compared OMol25 structures with the same formula, charge and spin (eV) = 6.8732
- largest force on an atom (eV/Å) = 5.1
- HOMO level (Ha) = -0.3850
- calculated total energy (eV) = -7296.80493
- orbital gap (eV) = 10.42

---

Molecular formula: C4H9N4
Method: DFT, ωB97M-V/def2-TZVPD

Geometry (Å):
C: -0.625 1.136 -0.628
C: 0.517 1.720 -0.290
C: 1.027 -0.344 0.676
C: -1.171 0.006 0.059
N: 1.251 1.056 0.609
N: -0.408 -0.664 0.904
N: -2.475 -0.304 -0.214
N: 1.355 -0.988 -0.609
H: -1.443 1.611 -1.192
H: 0.753 2.747 -0.426
H: 1.638 -0.917 1.445
H: 2.083 1.416 1.014
H: -0.881 -1.276 1.436
H: -2.973 0.467 -0.593
H: -2.974 -0.784 0.404
H: 1.425 -1.967 -0.652
H: 0.721 -0.539 -1.236

Computed properties:
- energy above the lowest of the compared OMol25 structures with the same formula, charge and spin (eV) = 0.6954
- largest force on an atom (eV/Å) = 4.9
- HOMO level (Ha) = -0.4955
- calculated total energy (eV) = -10247.30290
- net charge = +1
- structure (SMILES) = N[C@H]1NC=CC(=[NH2+])N1
- orbital gap (eV) = 9.51

---

Molecular formula: C7H8IPt
Method: DFT, ωB97M-V/def2-TZVPD

Geometry (Å):
Pt: -0.002 -0.021 0.787
C: -0.511 1.266 -1.199
C: 0.888 1.045 -1.196
C: 1.402 -0.273 -1.166
C: 0.510 -1.376 -1.136
C: -0.887 -1.155 -1.141
C: -1.401 0.164 -1.168
H: -0.904 2.277 -1.199
H: 1.570 1.889 -1.192
H: 2.473 -0.443 -1.132
H: 0.902 -2.386 -1.074
H: -1.567 -2.000 -1.085
H: -2.473 0.332 -1.138
I: -0.001 1.835 3.774
C: 0.000 -0.043 2.871
H: -0.915 -0.557 3.198
H: 0.917 -0.555 3.196

Computed properties:
- largest force on an atom (eV/Å) = 0.4
- expectation value of S² = 6.01
- HOMO level (spin up / spin down) (Ha) = -0.8301 / -0.8642
- 2S+1 = 5
- calculated total energy (eV) = -18697.02446
- net charge = +3
- orbital gap (spin up / spin down) (eV) = 10.29 / 6.86

---

Molecular formula: CClF2NO
Method: DFT, ωB97M-V/def2-TZVPD

Geometry (Å):
C: -0.908 -0.306 -0.131
N: 1.567 0.128 0.079
O: 1.721 1.285 0.054
F: -1.156 -1.304 0.630
F: -0.892 -0.674 -1.380
Cl: -1.866 0.993 0.289

Computed properties:
- largest force on an atom (eV/Å) = 2.4
- expectation value of S² = 2.01
- HOMO level (spin up / spin down) (Ha) = -0.3200 / -0.4631
- 2S+1 = 3
- calculated total energy (eV) = -22527.56542
- orbital gap (spin up / spin down) (eV) = 8.57 / 11.59